The following is a DFT calculation (ωB97M-V with the def2-TZVPD basis set) of C15H26CeNO3PS as an isolated structure.

```
! wB97M-V def2-TZVPD RIJCOSX def2/J DEFGRID3
* xyz 4 1
H 3.702 -1.057 -0.873
C -2.789 3.405 3.130
H 0.864 2.110 -1.833
C 2.022 0.249 -1.433
C -3.532 3.562 4.270
C 1.240 -0.456 2.547
O -3.080 -1.505 1.656
H 3.189 0.047 0.424
H -0.371 -2.646 1.306
H -1.939 0.386 4.288
H -1.148 -0.077 -4.052
C -2.366 1.389 4.167
O -1.790 2.570 -1.087
P 0.493 -0.477 -0.629
H -0.663 -3.413 -0.282
H 1.530 2.773 1.893
H -0.955 1.184 -2.821
H 0.477 0.470 -3.615
C 3.315 -0.053 -0.662
S -3.421 2.145 5.291
C 1.893 1.757 -1.691
C -0.505 -0.864 -2.170
C 0.112 -3.098 0.432
H 1.018 -3.419 -2.042
C -0.520 0.257 -3.214
C -1.315 1.969 -0.202
H -2.529 -0.439 -1.446
C 1.149 -2.186 -0.233
H 2.364 -2.261 -2.089
C -2.184 -0.765 1.586
H 1.946 -1.978 0.498
H 4.093 0.655 -0.977
Ce -0.554 0.953 1.754
H -2.666 4.096 2.297
O 2.089 -1.124 2.989
H 2.450 1.996 -2.610
H 0.020 -1.726 -2.620
C 1.775 -2.909 -1.433
N -2.109 2.167 3.076
H -4.118 4.432 4.535
H 2.069 -0.271 -2.405
C -1.941 -1.283 -1.838
H 2.339 2.340 -0.874
H -2.417 -1.614 -2.775
H 2.453 -3.685 -1.051
H 0.639 -4.004 0.771
H -1.994 -2.117 -1.128
H 1.662 2.516 1.176
*
```

Values from the calculation:
HOMO-LUMO gap (alpha / beta): 5.2306 / 5.2654 eV
Lowest unoccupied orbital energy (alpha / beta): -17.656 / -17.619 eV
F_max: 9.92 eV/Å